(1)
135
Properties=species:S:1:pos:R:3:lowdin_spin:R:1 method="wB97M-V/def2-TZVPD" de_lowest_ev=0.851 charge=+1 spin_multiplicity=6 s2=8.7609
Fe -0.208 0.235 -0.526 3.6979
C 1.412 0.192 -3.307 0.0026
C 2.289 0.961 -2.299 0.0025
N 2.179 0.358 -0.966 0.0339
C 2.805 -0.974 -0.937 0.0033
C 2.062 -1.955 -0.044 0.0150
N 0.623 -1.948 -0.304 0.0307
C 0.187 -2.752 -1.453 0.0030
C 0.408 -2.039 -2.796 0.0026
N 0.310 -0.581 -2.683 0.0371
H 2.021 -0.499 -3.893 0.0007
H 1.004 0.925 -3.998 0.0002
H 1.931 1.977 -2.218 -0.0001
H 3.321 0.984 -2.665 0.0009
H 2.612 0.967 -0.282 0.0003
H 3.843 -0.913 -0.604 0.0009
H 2.839 -1.359 -1.955 0.0002
H 2.221 -1.670 0.998 0.0230
H 2.478 -2.958 -0.176 0.0007
H 0.155 -2.310 0.520 0.0011
H -0.873 -2.939 -1.310 0.0000
H 0.691 -3.723 -1.475 0.0006
H -0.319 -2.432 -3.509 0.0006
H 1.390 -2.296 -3.192 0.0001
H -0.567 -0.242 -3.052 -0.0002
C -5.653 0.569 -0.647 0.0002
C -5.738 -0.391 -1.840 0.0012
C -7.184 -0.911 -1.964 0.0004
C -5.411 0.434 -3.095 0.0000
Si -4.560 -1.867 -1.637 0.0077
Br -2.600 -0.969 -0.624 0.0219
C -5.050 -3.133 -0.301 0.0021
C -5.622 -2.416 0.936 0.0001
C -3.869 -3.989 0.197 0.0003
C -6.121 -4.081 -0.877 0.0007
C -3.969 -2.623 -3.283 0.0004
C -3.165 -3.911 -3.056 0.0000
C -5.201 -2.981 -4.142 0.0002
C -3.078 -1.655 -4.079 0.0000
H -6.344 1.401 -0.818 0.0000
H -4.652 0.986 -0.539 0.0001
H -5.929 0.098 0.295 0.0000
H -7.846 -0.053 -2.121 0.0001
H -7.526 -1.424 -1.064 0.0000
H -7.319 -1.589 -2.813 0.0000
H -6.077 1.304 -3.115 0.0000
H -5.578 -0.119 -4.020 0.0000
H -4.386 0.806 -3.087 0.0000
H -4.907 -1.705 1.362 0.0000
H -5.843 -3.167 1.703 0.0000
H -6.551 -1.887 0.724 0.0000
H -3.068 -3.376 0.619 0.0002
H -3.444 -4.625 -0.579 0.0000
H -4.235 -4.647 0.994 0.0000
H -6.997 -3.553 -1.258 0.0000
H -6.462 -4.751 -0.080 0.0002
H -5.727 -4.707 -1.681 0.0000
H -3.780 -4.717 -2.653 0.0000
H -2.319 -3.758 -2.383 0.0000
H -2.770 -4.255 -4.019 0.0000
H -5.852 -3.709 -3.652 0.0000
H -4.858 -3.427 -5.082 0.0000
H -5.804 -2.109 -4.397 0.0000
H -2.247 -1.289 -3.475 0.0000
H -3.620 -0.791 -4.454 0.0000
H -2.663 -2.185 -4.944 0.0000
C -0.962 3.828 -2.846 0.0022
C -0.901 3.037 -1.542 0.0114
O -0.448 1.756 -1.749 0.0816
C -2.330 2.993 -0.955 0.0016
F -2.356 2.312 0.212 0.0036
F -2.883 4.188 -0.727 0.0004
F -3.141 2.341 -1.806 -0.0001
C 0.045 3.781 -0.556 0.0015
F -0.482 4.888 -0.028 0.0005
F 0.409 2.984 0.473 0.0028
F 1.186 4.132 -1.177 0.0001
H -1.581 3.276 -3.553 0.0001
H 0.040 3.920 -3.259 0.0001
H -1.382 4.824 -2.697 0.0005
C -3.034 3.952 3.578 0.0000
C -3.476 2.481 3.533 0.0000
C -4.673 2.330 2.592 0.0000
C -3.867 1.997 4.937 0.0000
C -2.341 1.671 3.038 0.0008
C -1.352 1.055 2.714 0.0103
H -3.888 4.590 3.820 0.0000
H -2.634 4.263 2.611 0.0000
H -2.264 4.103 4.338 0.0000
H -5.528 2.882 2.991 0.0000
H -4.950 1.279 2.493 0.0000
H -4.438 2.723 1.602 0.0000
H -4.752 2.538 5.280 0.0000
H -3.063 2.172 5.654 0.0000
H -4.094 0.929 4.930 0.0000
C 5.035 0.687 1.818 0.0969
Si 4.567 -0.857 2.778 0.5197
C 5.047 -2.421 1.859 0.0907
C 5.447 -0.898 4.427 0.0787
Sb 0.550 0.285 2.295 0.0532
Si 0.060 -1.770 3.804 0.0123
C -1.628 -1.592 4.548 0.0010
C 0.137 -3.360 2.818 0.0008
C 1.354 -1.867 5.143 0.0166
Si 1.361 1.977 4.126 0.0179
C 1.467 3.625 3.283 0.0013
C 0.119 1.982 5.510 0.0041
C 2.999 1.561 4.911 0.0154
H 6.125 0.813 1.837 0.0157
H 4.590 1.583 2.257 0.0024
H 4.729 0.635 0.770 0.0000
H 6.126 -2.576 1.972 0.0147
H 4.824 -2.388 0.791 -0.0002
H 4.543 -3.295 2.283 0.0029
H 6.479 -1.227 4.258 0.0126
H 4.986 -1.605 5.123 0.0025
H 5.477 0.080 4.909 -0.0004
H -2.385 -1.415 3.779 0.0000
H -1.661 -0.747 5.243 0.0001
H -1.883 -2.507 5.094 0.0003
H -0.674 -3.436 2.082 0.0001
H 0.020 -4.200 3.512 0.0000
H 1.098 -3.490 2.308 0.0003
H 1.355 -0.969 5.769 0.0002
H 2.355 -1.987 4.717 0.0181
H 1.150 -2.729 5.789 0.0008
H 0.476 3.979 2.980 0.0000
H 2.102 3.592 2.393 0.0001
H 1.895 4.352 3.983 0.0003
H -0.902 1.853 5.154 0.0001
H 0.189 2.943 6.032 0.0008
H 0.343 1.188 6.230 0.0001
H 3.852 1.858 4.295 0.0010
H 3.100 0.500 5.154 0.0072
H 3.049 2.128 5.848 0.0009


(2)
24
Properties=species:S:1:pos:R:3:lowdin_spin:R:1 method="wB97M-V/def2-TZVPD" de_lowest_ev=0.117 charge=+2 spin_multiplicity=7 s2=12.0998
O 2.834 -4.107 1.219 -0.4057
V 2.438 -2.565 1.373 1.3962
Mn 1.686 0.695 3.484 4.7991
F 1.723 -0.575 1.814 0.0592
C -2.066 1.877 1.204 0.0013
F -3.307 1.660 1.559 0.0005
F -1.555 0.751 0.695 0.0004
F -2.051 2.788 0.286 0.0004
S -1.185 2.456 2.792 0.0127
O -0.013 1.511 2.962 0.1104
O -0.715 3.773 2.417 0.0103
O -2.110 2.352 3.867 0.0100
O 2.257 -2.221 -0.665 0.0014
C 1.409 -1.576 -1.325 0.0022
O 1.820 -0.886 -2.337 0.0010
C 0.717 -0.068 -2.847 -0.0002
C -0.547 -0.792 -2.380 -0.0003
C -0.084 -1.447 -1.084 0.0005
H 0.820 -0.056 -3.929 0.0000
H 0.836 0.950 -2.476 0.0000
H -0.861 -1.431 -3.201 0.0000
H -1.301 -0.020 -2.234 -0.0001
H -0.558 -2.401 -0.871 0.0000
H -0.188 -0.668 -0.322 0.0005